2 unconnected molecules or ions with the total composition C3H8O2S in a non-equilibrium geometry. Source: the OMol25 dataset; level of theory: wB97M-V/def2-TZVPD.

Values from the calculation:
Total charge: 0
Lowest unoccupied orbital energy, eV: 0.577
Maximum force, eV Å⁻¹: 1.44
2S+1: 1
Energy relative to the best compared isomer or geometry (same formula, charge and spin), kcal per mole: 22.2
Frontier orbital gap, eV: 9.87

Each atom is followed by the atoms it is bonded to, with distances in Å.
Positions of all 14 atoms, in Å:
1 C 1.67 -0.99 0.26  C2 1.533, H4 1.082, H5 1.095, H6 1.088
2 C 0.31 -1.62 0.60  C1 1.533, S3 1.812, H7 1.091, H8 1.091
3 S -0.60 -2.31 -0.81  C2 1.812, H9 1.337
4 H 1.85 -1.02 -0.81  C1 1.082
5 H 2.52 -1.52 0.71  C1 1.095
6 H 1.69 0.07 0.49  C1 1.088
7 H 0.39 -2.36 1.40  C2 1.091
8 H -0.36 -0.86 0.99  C2 1.091
9 H 0.46 -2.47 -1.61  S3 1.337
10 O -1.50 2.92 0.35  C11 1.183
11 C -0.51 2.36 0.64  O10 1.183, O12 1.354, H13 1.099
12 O 0.64 2.57 -0.05  C11 1.354, H14 0.960
13 H -0.34 1.67 1.48  C11 1.099
14 H 1.37 1.95 -0.08  O12 0.960